Entry A
{"formula": "CH4INS", "method": "ωB97M-V/def2-TZVPD", "gap_ev": [5.102, 5.101], "e_homo_ev": [-6.88, -6.88], "e_lumo_ha": [-0.0655, -0.0655], "multiplicity": 1, "total_charge": 0, "species": ["C", "N", "S", "I", "H", "H", "H", "H"], "positions_angstrom": [[-0.47454, 0.34185, 0.20628], [-1.30724, -0.63443, -0.20787], [2.25918, 1.69053, 0.09689], [3.05178, -0.59820, -0.08946], [-0.25882, 0.28192, 1.20323], [-1.52526, -0.77463, -1.14296], [0.05561, 0.97780, -0.50270], [-1.80070, -1.28482, 0.43659]]}


Entry B
{"formula": "CH4INS", "method": "ωB97M-V/def2-TZVPD", "gap_ev": [7.263, 7.263], "e_homo_ev": [-8.45, -8.45], "e_lumo_ha": [-0.0435, -0.0435], "smiles": "CN=S.I", "multiplicity": 1, "total_charge": 0, "species": ["C", "N", "S", "H", "H", "H", "I", "H"], "positions_angstrom": [[-1.16626, 0.28002, -0.50961], [-0.73721, -0.77581, 0.28317], [-1.65261, -1.44863, 1.38904], [-0.28862, 0.77190, -0.90600], [-1.77545, -0.25024, -1.32225], [-1.77899, 0.94816, -0.03702], [4.05491, -0.03007, 1.21788], [3.34424, 0.50467, -0.11520]]}


Entry C
{"formula": "CH4INS", "method": "ωB97M-V/def2-TZVPD", "gap_ev": [7.811, 6.749], "e_homo_ev": [-9.03, -8.73], "e_lumo_ha": [-0.0449, -0.0729], "multiplicity": 1, "total_charge": 0, "species": ["C", "N", "S", "I", "H", "H", "H", "H"], "positions_angstrom": [[0.06842, -0.74925, -0.28793], [-0.34517, 1.93253, 0.09583], [-0.87582, 0.74426, -0.76334], [-3.57303, -0.17830, 0.09112], [-0.59893, -1.49125, 0.13374], [0.81828, -0.66978, 0.36376], [0.47561, -1.16813, -1.15605], [-0.91577, 2.81890, -0.18645]]}


The data favor entry C; the next most stable structure lies 0.447 eV above it.


Entry A
{"formula": "C3H9S", "method": "ωB97M-V/def2-TZVPD", "gap_ev": 5.849, "e_homo_ev": -1.99, "e_lumo_ha": 0.1420, "multiplicity": 1, "total_charge": -1, "species": ["C", "C", "H", "H", "H", "H", "H", "H", "C", "S", "H", "H", "H"], "positions_angstrom": [[0.54679, 2.00910, 0.76277], [1.11055, 0.69110, 1.31042], [-0.10352, 1.84410, -0.09269], [0.02834, 2.55322, 1.54484], [1.35213, 2.62992, 0.36949], [1.84198, 0.96867, 2.08880], [1.77354, 0.25164, 0.57365], [0.30548, 0.10088, 1.72550], [-1.41882, -2.29465, -1.57636], [-0.91555, -0.99371, -2.75623], [-1.10190, -3.30457, -1.87136], [-2.49897, -2.35562, -1.45836], [-0.92007, -2.10008, -0.62048]]}


Entry B
{"formula": "C3H9S", "method": "ωB97M-V/def2-TZVPD", "gap_ev": 6.413, "e_homo_ev": -2.05, "e_lumo_ha": 0.1602, "multiplicity": 1, "total_charge": -1, "species": ["C", "C", "H", "H", "H", "H", "H", "H", "C", "S", "H", "H", "H"], "positions_angstrom": [[-1.34739, -1.87208, -0.25031], [-0.12989, -2.23764, -1.06980], [-1.11337, -1.23108, 0.59584], [-2.12343, -1.38231, -0.82744], [-1.81790, -2.77467, 0.18011], [-0.51888, -2.77789, -1.93466], [0.58511, -2.80970, -0.49371], [0.31344, -1.32790, -1.46550], [0.45931, 2.30941, 1.33171], [0.57651, 1.07380, -0.03868], [-0.48722, 2.29753, 1.85342], [0.52694, 3.31282, 0.88752], [1.30703, 2.14391, 1.98747]]}


The data favor entry B; the next most stable structure lies 0.088 eV above it.